18
Properties=species:S:1:pos:R:3:nbo_charge:R:1 method="wB97M-V/def2-TZVPD" mol_weight_g_mol=118.14 orbital_gap_ev=10.169 smiles="[H]/N=C/NC.NC(N)=O" spin_multiplicity=1 energy_ev=-11281.81078
N 1.00151 -2.19728 0.57357 -0.85
C 0.51493 -2.05542 -0.70702 0.77
N -0.62287 -1.31222 -0.80897 -0.86
O 1.09578 -2.53882 -1.65901 -0.65
H 0.32405 -2.17564 1.30502 0.38
H 1.66814 -2.94537 0.65335 0.40
H -0.74413 -0.52827 -0.18990 0.40
H -1.01350 -1.20136 -1.72368 0.40
C 0.72055 2.16284 -0.66458 -0.41
N -0.08586 1.56468 0.37788 -0.64
C -1.15682 2.23778 0.91439 0.28
N -1.65298 1.90654 2.03204 -0.71
H 1.36397 1.41150 -1.11750 0.22
H 0.07082 2.62661 -1.39718 0.20
H 1.42437 2.91223 -0.28063 0.18
H 0.41252 1.06528 1.10069 0.39
H -1.54107 3.03405 0.27146 0.14
H -2.45628 2.48251 2.25262 0.34